C17H9ClF3LiN3O4S | ωB97M-V/def2-TZVPD

Values from the calculation:
F_max: 0.0180 hartree/bohr
Charge: -1
Highest occupied orbital energy: -5.0 eV
LUMO: 2.63 eV
Frontier orbital gap: 7.7 eV

The geometry in XYZ format:
```
39
Properties=species:S:1:pos:R:3:forces:R:3
Li 0.253900 0.835792 -1.591459 -0.4 0.2 0.3
F -3.534208 4.005841 0.501632 0.2 0.1 0.0
C -4.109563 3.191222 -0.395391 0.0 0.0 0.1
F -5.256115 3.817149 -0.760836 -0.1 0.1 -0.3
F -4.507640 2.097912 0.271442 0.0 -0.2 0.0
C -3.231650 2.880631 -1.575942 -0.1 0.1 0.1
C -3.629013 3.262991 -2.838720 0.0 0.0 0.0
C -2.827739 2.977716 -3.938124 0.0 0.0 0.1
C -1.645858 2.302293 -3.696987 -0.1 0.1 -0.1
N -1.244913 1.932232 -2.492569 0.1 -0.1 0.1
C -1.995469 2.204898 -1.397864 -0.1 0.0 0.1
S -1.365813 1.694277 0.108150 0.1 -0.1 0.1
H -4.566893 3.782111 -2.969374 -0.1 0.0 0.0
H -3.112519 3.267192 -4.937330 0.0 0.0 -0.1
H -0.978728 2.039155 -4.508450 0.0 0.0 -0.1
O 4.881190 -2.784794 -2.028722 0.2 -0.8 0.4
C 4.496213 -3.189045 -0.833917 0.0 -0.1 -0.4
O 5.025505 -4.115929 -0.263907 0.1 0.0 0.2
C 3.348799 -2.458196 -0.225499 0.0 0.0 0.2
C 2.836679 -2.666722 1.042773 0.1 -0.1 -0.2
Cl 3.286298 -3.837237 2.195453 0.0 0.0 0.0
N 1.800892 -1.811896 1.227119 0.2 0.0 -0.3
N 1.601809 -1.072554 0.119990 0.0 0.2 -0.1
C 2.519412 -1.435944 -0.751081 0.0 -0.1 0.2
C 2.566747 -0.717406 -2.080035 -0.3 0.0 0.3
O 3.593907 -0.866043 -2.766656 -0.3 0.2 -0.5
O 1.573260 -0.016868 -2.353798 0.3 0.0 -0.4
C 0.964440 -1.566780 2.349333 -0.1 0.0 0.1
C -0.315798 -1.090856 2.101741 -0.1 0.0 -0.1
C -1.150637 -0.789249 3.162476 0.0 0.0 0.0
C -0.722625 -0.975499 4.469586 0.0 0.0 0.0
C 0.560318 -1.442696 4.705304 0.0 0.0 0.0
C 1.415146 -1.729613 3.651075 0.1 0.1 0.1
H 4.280259 -2.048949 -2.407383 0.3 0.5 0.2
H -0.640482 -0.919915 1.085296 0.0 0.0 0.0
H -2.132460 -0.392976 2.952358 -0.1 0.0 0.0
H -1.377105 -0.739638 5.298110 0.0 0.0 0.0
H 0.916080 -1.571084 5.718640 0.0 0.0 0.0
H 2.424371 -2.051519 3.853566 0.0 0.0 0.0
```
Forces are in eV/Å.



C17H9F10NO12S | ωB97M-V/def2-TZVPD

Values from the calculation:
F_max: 0.0713 hartree/bohr
Relative energy (zero: lowest compared OMol25 entry of this formula, charge and spin): 0.990 eV
Highest occupied orbital energy: -10.7 eV
LUMO: -1.51 eV
SMILES: O=C1OC(=O)C(C(F)(F)C(F)(F)C(F)(F)F)=C1N=C=S.O=C1OC[C@@H](F)O1.O=C1OC[C@@H](F)O1.O=C1OC[C@@H](F)O1
Frontier orbital gap: 9.2 eV

The geometry in XYZ format:
```
50
Properties=species:S:1:pos:R:3:forces:R:3
O 5.906823 -1.815983 2.722818 1.8 0.3 -0.2
C 4.983960 -1.360620 2.156762 -0.2 -1.5 1.7
O 4.430165 -1.986348 1.039045 -0.7 1.0 1.3
C 3.123861 -1.557661 1.132858 -0.8 2.1 -0.7
O 2.490420 -1.293283 0.171115 -0.9 -1.1 -1.4
C 2.781360 -0.872840 2.430084 1.4 0.1 -0.4
C 1.472267 -0.535586 3.076006 0.4 -3.5 1.2
F 1.498110 -1.431063 4.147842 0.0 -0.2 0.1
F 1.410463 0.628096 3.678741 -0.3 1.4 -0.6
C 0.169518 -0.990237 2.344904 -0.7 1.6 0.0
F 0.353833 -1.996993 1.512232 0.7 -0.4 -0.7
F -0.701138 -1.446538 3.240824 -0.4 0.1 0.7
C -0.515535 0.240370 1.650121 -0.3 -1.7 0.3
F -1.295880 0.804348 2.533038 -0.4 1.1 0.9
F 0.354710 1.090962 1.182863 1.0 0.9 -0.4
F -1.285322 -0.175777 0.666390 -0.4 -0.4 -1.0
C 3.979873 -0.493894 2.875094 -0.8 -0.3 0.0
N 4.272936 0.439680 3.901214 -0.2 -2.3 0.2
C 4.424658 1.482280 3.322222 0.8 2.3 -1.2
S 4.665073 2.683541 2.381006 0.0 0.4 0.3
O 4.681864 6.542279 2.424028 0.0 -0.1 -0.1
C 3.514054 6.503557 2.605897 0.3 0.1 -0.2
O 2.649135 7.499121 2.282177 0.0 -0.3 0.2
C 1.326900 7.014876 2.529319 -0.2 0.4 -0.1
C 1.574250 5.927005 3.541385 -0.1 -0.4 -0.2
F 0.676741 4.918764 3.416320 0.0 0.0 0.1
O 2.856941 5.448658 3.176297 -0.1 0.6 0.2
H 0.901649 6.626753 1.602325 0.0 -0.2 0.1
H 0.684660 7.806134 2.908825 0.2 0.1 0.0
H 1.594355 6.269062 4.577810 -0.1 -0.1 0.0
O -2.001014 -3.461601 -4.415844 -0.2 0.0 0.0
C -1.250290 -3.377712 -3.502822 -0.2 0.1 -0.1
O -0.807452 -2.207373 -2.978811 0.0 -0.4 0.0
C -0.036478 -2.526005 -1.815506 0.3 0.6 0.1
C 0.379094 -3.945346 -2.092587 -0.2 -0.2 0.4
F 0.491863 -4.663335 -0.948729 0.0 -0.1 -0.1
O -0.712982 -4.445364 -2.845402 0.3 0.4 -0.3
H -0.666042 -2.443266 -0.928453 0.0 -0.2 0.0
H 0.810819 -1.851959 -1.709928 -0.1 0.1 -0.2
H 1.297902 -4.043428 -2.673776 0.0 -0.1 0.1
O -7.448238 -3.043373 -2.968002 -0.1 0.0 0.0
C -6.857848 -2.712071 -3.937474 -0.2 -0.1 0.1
O -6.741974 -3.465120 -5.064017 0.1 0.3 0.1
C -6.079269 -2.665802 -6.046736 0.0 -0.4 -0.4
C -5.341752 -1.667642 -5.194854 -0.1 0.4 -0.1
F -5.231928 -0.467057 -5.819484 0.0 0.0 0.1
O -6.195130 -1.524742 -4.073037 0.2 -0.5 -0.1
H -6.821456 -2.190457 -6.690685 0.1 0.2 0.1
H -5.413692 -3.269087 -6.659607 -0.1 -0.2 0.2
H -4.354834 -1.997936 -4.863825 0.1 0.1 -0.1
```
Forces are in eV/Å.



Repeat the first record exactly.
C17H9ClF3LiN3O4S | ωB97M-V/def2-TZVPD

Values from the calculation:
F_max: 0.0180 hartree/bohr
Charge: -1
Highest occupied orbital energy: -5.0 eV
LUMO: 2.63 eV
Frontier orbital gap: 7.7 eV

The geometry in XYZ format:
```
39
Properties=species:S:1:pos:R:3:forces:R:3
Li 0.253900 0.835792 -1.591459 -0.4 0.2 0.3
F -3.534208 4.005841 0.501632 0.2 0.1 0.0
C -4.109563 3.191222 -0.395391 0.0 0.0 0.1
F -5.256115 3.817149 -0.760836 -0.1 0.1 -0.3
F -4.507640 2.097912 0.271442 0.0 -0.2 0.0
C -3.231650 2.880631 -1.575942 -0.1 0.1 0.1
C -3.629013 3.262991 -2.838720 0.0 0.0 0.0
C -2.827739 2.977716 -3.938124 0.0 0.0 0.1
C -1.645858 2.302293 -3.696987 -0.1 0.1 -0.1
N -1.244913 1.932232 -2.492569 0.1 -0.1 0.1
C -1.995469 2.204898 -1.397864 -0.1 0.0 0.1
S -1.365813 1.694277 0.108150 0.1 -0.1 0.1
H -4.566893 3.782111 -2.969374 -0.1 0.0 0.0
H -3.112519 3.267192 -4.937330 0.0 0.0 -0.1
H -0.978728 2.039155 -4.508450 0.0 0.0 -0.1
O 4.881190 -2.784794 -2.028722 0.2 -0.8 0.4
C 4.496213 -3.189045 -0.833917 0.0 -0.1 -0.4
O 5.025505 -4.115929 -0.263907 0.1 0.0 0.2
C 3.348799 -2.458196 -0.225499 0.0 0.0 0.2
C 2.836679 -2.666722 1.042773 0.1 -0.1 -0.2
Cl 3.286298 -3.837237 2.195453 0.0 0.0 0.0
N 1.800892 -1.811896 1.227119 0.2 0.0 -0.3
N 1.601809 -1.072554 0.119990 0.0 0.2 -0.1
C 2.519412 -1.435944 -0.751081 0.0 -0.1 0.2
C 2.566747 -0.717406 -2.080035 -0.3 0.0 0.3
O 3.593907 -0.866043 -2.766656 -0.3 0.2 -0.5
O 1.573260 -0.016868 -2.353798 0.3 0.0 -0.4
C 0.964440 -1.566780 2.349333 -0.1 0.0 0.1
C -0.315798 -1.090856 2.101741 -0.1 0.0 -0.1
C -1.150637 -0.789249 3.162476 0.0 0.0 0.0
C -0.722625 -0.975499 4.469586 0.0 0.0 0.0
C 0.560318 -1.442696 4.705304 0.0 0.0 0.0
C 1.415146 -1.729613 3.651075 0.1 0.1 0.1
H 4.280259 -2.048949 -2.407383 0.3 0.5 0.2
H -0.640482 -0.919915 1.085296 0.0 0.0 0.0
H -2.132460 -0.392976 2.952358 -0.1 0.0 0.0
H -1.377105 -0.739638 5.298110 0.0 0.0 0.0
H 0.916080 -1.571084 5.718640 0.0 0.0 0.0
H 2.424371 -2.051519 3.853566 0.0 0.0 0.0
```
Forces are in eV/Å.



> The lowest frontier orbital gap belongs to which entry?

C17H9ClF3LiN3O4S



> The highest F_max belongs to which entry?

C17H9F10NO12S



> What is the frontier orbital gap in the first record?

7.7 eV